Below is a cluster of 2 separate species, C4H12 in total, with properties calculated with ωB97M-V/def2-TZVPD.

XYZ file:
```
16
C4H12 (ωB97M-V/def2-TZVPD)
C -2.595 2.991 -3.012
C -1.335 2.470 -2.326
H -2.384 3.037 -4.094
H -2.865 4.002 -2.663
H -3.455 2.321 -2.850
H -1.116 1.473 -2.744
H -1.406 2.384 -1.229
H -0.498 3.146 -2.572
C 1.517 -3.279 2.386
C 2.392 -2.166 2.973
H 0.668 -3.498 3.054
H 2.122 -4.195 2.275
H 1.122 -2.997 1.395
H 2.983 -1.636 2.207
H 3.086 -2.624 3.697
H 1.764 -1.431 3.504
```

The value obtained for the lowest unoccupied orbital energy is 1.171 eV. Its multiplicity is 1. Its charge is 0. As for the SMILES: CC.CC. The calculation puts the frontier orbital gap at 13.0583 eV.


Below is a cluster of 2 separate species, C4H12 in total in a non-equilibrium geometry, with properties calculated with ωB97M-V/def2-TZVPD.

XYZ file:
```
16
C4H12 (ωB97M-V/def2-TZVPD)
C -0.164 1.419 -2.167
C 1.021 0.589 -1.852
H -0.900 1.168 -1.514
H 0.183 2.436 -2.034
H -0.673 1.274 -3.238
H 1.383 1.013 -0.929
H 0.744 -0.524 -1.683
H 1.762 0.617 -2.644
C 0.239 -0.691 1.881
C -1.042 -1.366 2.165
H -0.147 0.347 1.772
H 0.888 -0.714 2.701
H 0.923 -0.889 0.975
H -1.245 -2.183 1.358
H -1.905 -0.704 2.137
H -1.066 -1.792 3.071
```

The value obtained for the lowest unoccupied orbital energy is 1.120 eV. Its multiplicity is 1. Its charge is 0. As for the SMILES: CC.CC. The calculation puts the frontier orbital gap at 12.2570 eV.


Below is a cluster of 2 separate species, C4H12 in total in a non-equilibrium geometry, with properties calculated with ωB97M-V/def2-TZVPD.

XYZ file:
```
16
C4H12 (ωB97M-V/def2-TZVPD)
C -0.566 -1.280 1.354
C -0.454 -1.053 2.838
H -1.326 -2.005 1.064
H -0.740 -0.407 0.729
H 0.320 -1.688 0.843
H -1.456 -0.914 3.252
H 0.200 -0.213 3.054
H -0.105 -1.939 3.364
C 0.755 0.825 -1.420
C 0.308 1.536 -2.693
H 1.070 -0.216 -1.519
H 1.583 1.362 -0.963
H -0.098 0.707 -0.762
H -0.742 1.816 -2.648
H 0.435 0.985 -3.627
H 0.815 2.485 -2.866
```

The value obtained for the lowest unoccupied orbital energy is 1.178 eV. Its multiplicity is 1. Its charge is 0. As for the SMILES: CC.CC. The calculation puts the frontier orbital gap at 12.6338 eV.


Below is a cluster of 2 separate species, C4H12 in total in a non-equilibrium geometry, with properties calculated with ωB97M-V/def2-TZVPD.

XYZ file:
```
16
C4H12 (ωB97M-V/def2-TZVPD)
C 1.910 1.033 -1.489
C 1.370 -0.322 -1.001
H 1.140 1.607 -2.017
H 2.286 1.548 -0.612
H 2.699 0.991 -2.291
H 2.173 -1.059 -0.963
H 0.704 -0.692 -1.755
H 1.002 -0.186 0.007
C -2.253 -0.889 1.183
C -1.144 0.148 1.254
H -2.590 -0.997 2.224
H -2.972 -0.517 0.446
H -1.878 -1.908 1.027
H -0.183 -0.214 1.613
H -1.299 0.878 2.104
H -0.963 0.580 0.273
```

The value obtained for the lowest unoccupied orbital energy is 1.130 eV. Its multiplicity is 1. Its charge is 0. As for the SMILES: CC.CC. The calculation puts the frontier orbital gap at 12.2962 eV.


Q: Which energy above the lowest of the compared OMol25 structures with the same formula, charge and spin values were calculated for the entries above? A: 13.3, 126.2, 36.4, 70.0, in kJ/mol.